Below is 9 unconnected molecules or ions with the total composition C44H63BFN10O5 in a non-equilibrium geometry, with properties calculated with ωB97M-V/def2-TZVPD.

Structure (XYZ):
```
124
Properties=species:S:1:pos:R:3:forces:R:3:lowdin_charge:R:1
F 2.0592 -5.5157 0.2716 0.5842 2.0061 -0.6007 0.122
O 2.0507 -0.1665 -0.6783 0.4569 -0.9761 -0.9487 -0.155
O 6.0508 -4.1234 -2.9181 -0.9528 1.9364 0.5892 0.127
O 4.7315 -2.9073 1.7115 -0.8849 0.5848 0.0228 -0.070
O 3.1341 -7.0164 -2.2038 -1.0690 1.1208 -0.6640 -0.147
O 6.2470 -1.8063 -3.7073 -1.0933 -1.8424 1.5379 0.153
N -3.8452 2.5111 2.2945 -0.0655 -0.0006 0.0251 0.005
N 2.5598 -3.1412 0.0255 0.4129 -0.7193 -3.1204 0.083
N 0.6386 0.2373 -5.5061 -0.0260 0.0703 -0.0488 -0.007
N 3.2783 -3.2006 -2.1664 -1.5454 -1.2953 2.2048 0.025
N -0.7694 1.2917 4.2032 0.1392 0.0156 -0.1023 0.024
N -6.0002 4.7776 -2.9690 -0.0515 0.0567 0.0019 0.000
N 3.0715 5.1514 6.2052 0.0123 -0.0481 0.0903 0.001
N -7.5537 0.9165 5.2568 0.0266 -0.0638 0.0267 0.005
N 5.6062 -6.1674 1.9610 0.0405 -0.0662 -0.0263 -0.004
N -1.9411 5.0580 -7.1803 0.0261 0.0772 0.0168 0.005
C -0.6386 1.2100 2.8424 -0.0687 -0.0557 0.1101 -0.142
C 1.8327 -7.6483 -2.1866 -1.0525 -0.8694 2.0749 -0.227
C -8.6836 0.3784 5.8107 -0.0374 0.0356 -0.0240 -0.135
C 5.7089 -6.8889 3.1201 -0.0558 0.0053 0.0491 -0.137
C -5.3413 3.5652 1.0450 0.1121 0.0000 -0.1049 -0.098
C 3.2368 -0.8608 -1.0327 0.4838 -0.8461 0.6912 -0.091
C -5.9929 3.0494 2.1950 0.0126 -0.1236 0.1703 -0.098
C -0.2382 0.2270 -6.5586 -0.0939 -0.1014 -0.0481 -0.131
C 0.6981 1.1348 2.5499 -0.0276 -0.0799 -0.2368 -0.111
C -5.0436 2.4067 2.9481 -0.0474 -0.0279 -0.0126 -0.130
C 0.1875 2.3556 -5.9745 0.0812 0.0938 0.1243 -0.106
C 2.4224 3.9592 6.3810 -0.0038 -0.0308 -0.0861 -0.147
C -2.5599 7.1670 -7.4650 0.0604 -0.0190 -0.1560 -0.105
C -8.1477 5.3163 -3.0714 -0.0139 -0.0604 0.1288 -0.109
C 3.5820 -2.1551 2.1552 0.0811 0.7042 -1.0527 -0.171
C -0.5390 1.5275 -6.8689 -0.0093 -0.1295 -0.0169 -0.104
C 3.0809 -5.7370 -2.8190 0.0070 -0.0578 -0.7539 -0.143
C 0.9064 1.5333 -5.1484 0.0403 0.0223 0.1521 -0.149
C 0.4700 1.2772 4.7812 -0.0694 -0.0685 0.0653 -0.127
C 1.4033 1.1769 3.7800 0.0102 -0.0621 0.1604 -0.117
C 6.8561 -5.7913 1.5468 -0.0402 0.0561 -0.0167 -0.156
C -6.4956 0.7242 6.1050 -0.0081 0.0282 -0.0311 -0.154
C -2.8049 6.8004 -6.1167 -0.0031 -0.0810 0.1420 -0.119
C -2.0240 6.0734 -8.0949 -0.0158 -0.0076 -0.0501 -0.134
C -6.1706 5.4865 -4.1284 0.0651 -0.0021 -0.0799 -0.136
C 2.4922 -4.4584 -0.4547 0.6679 -1.0863 -1.9609 -0.116
C -7.4946 5.8315 -4.2210 0.1279 0.0245 -0.0684 -0.107
C 2.2483 -2.5675 1.3433 0.2221 0.8710 2.1909 -0.063
C 3.1446 5.8116 7.4024 -0.0026 0.0564 -0.0143 -0.137
C 2.9489 -4.5421 -1.8173 -0.4314 0.4289 2.1296 -0.011
C 0.9763 -0.4066 -1.6117 -1.9119 0.2371 -0.4177 -0.219
C 2.0704 3.8610 7.7030 -0.0228 -0.1128 -0.1374 -0.116
C -0.2647 -1.1793 -0.9826 0.1301 0.4910 0.7314 -0.049
C -8.3456 -0.1550 7.0278 -0.1434 -0.0109 -0.0767 -0.109
C 7.7645 -6.2700 2.4550 0.0521 0.0932 -0.1530 -0.105
C 7.0366 -6.9667 3.4529 -0.1368 -0.0504 0.0690 -0.102
C -4.0182 3.2207 1.1364 0.0554 -0.0322 -0.0895 -0.134
C 3.8136 -2.8347 -3.5046 0.6074 0.8491 -0.8243 0.013
C 3.0256 -2.4208 -1.0706 0.2471 1.2604 0.0012 -0.113
C -2.4106 5.4951 -5.9704 -0.0233 -0.0703 0.0625 -0.155
C -6.9573 0.0647 7.2149 0.1787 0.0185 -0.0267 -0.111
C 2.5284 5.0368 8.3508 0.0769 0.1410 0.0393 -0.110
C -7.2004 4.6742 -2.3169 -0.0164 -0.0570 0.0504 -0.150
C 1.6871 -8.3662 -0.7564 0.6361 0.3794 -0.8774 -0.066
B 5.4485 -2.9191 -3.3832 1.0812 0.1615 -0.3841 -0.509
H -9.0207 -0.6493 7.7086 0.0382 0.0347 -0.0462 0.093
H -7.9446 6.3928 -5.0248 0.0386 -0.0302 0.0469 0.093
H 3.7940 -1.0735 1.8991 -0.4214 -0.9901 0.7127 0.116
H -1.5033 1.2111 2.2004 0.1899 -0.1602 -0.1043 0.087
H 1.6429 -1.6171 1.2603 0.5745 -1.2254 -0.3052 0.112
H -2.9717 2.1282 2.6125 -0.2587 0.2521 -0.0061 0.087
H 3.4691 -1.8084 -3.8220 0.3066 -1.0563 0.6178 0.125
H 1.6858 -8.4211 -2.9848 0.4776 0.9547 0.3682 0.127
H -0.7765 -1.8637 -1.7075 0.5018 0.7860 0.5099 0.084
H -1.2070 1.8491 -7.6531 0.0340 -0.0991 0.0094 0.092
H 3.6990 -0.5322 -2.0017 -0.5766 -0.2464 0.7229 0.142
H 4.8305 -7.2820 3.6066 0.0752 0.0046 -0.0054 0.106
H 0.5768 0.6059 -1.9171 0.7063 -1.0823 0.1386 0.131
H -5.5092 1.0737 5.8466 -0.0463 -0.0121 0.1105 0.083
H -3.2225 7.4239 -5.3412 0.0302 -0.0297 -0.0433 0.092
H 1.6839 -3.2580 2.0226 0.4090 0.1385 -1.3179 0.148
H 5.0638 -2.3982 0.9523 0.1954 -0.4688 0.5090 0.077
H -5.1296 4.3933 -2.6463 -0.1007 0.0511 -0.0341 0.137
H 1.5427 3.0355 8.1558 0.0379 0.0481 -0.0078 0.086
H -1.6968 5.9293 -9.1121 -0.0379 0.0364 0.0532 0.108
H -9.6281 0.4229 5.2925 0.0443 -0.0053 0.0609 0.108
H -5.3374 5.6819 -4.7856 -0.0698 -0.0045 -0.0039 0.090
H 0.7029 -8.0662 -0.3131 0.9519 -0.6330 -0.2108 0.077
H 2.5436 -8.0017 -0.1203 -1.0560 -0.3480 -0.5384 0.071
H 1.1222 1.0588 1.5593 -0.0180 0.0682 0.0307 0.078
H 4.7476 -5.9486 1.4877 0.0924 -0.0293 0.0857 0.120
H -7.2757 4.1528 -1.3765 -0.0673 0.0063 -0.0862 0.088
H 8.8339 -6.1361 2.4076 -0.0654 -0.0176 -0.0018 0.094
H 4.0075 -5.6471 -3.4629 -0.8705 0.2504 0.9529 0.140
H 3.9983 -0.6565 -0.2204 -0.8650 -0.0380 -0.8938 0.139
H 2.2669 3.2869 5.5526 -0.0239 0.0636 0.0443 0.077
H -7.0395 3.1404 2.4419 0.0596 0.0475 -0.0240 0.093
H 0.1836 3.4346 -5.9411 0.0542 -0.0543 0.0232 0.089
H -5.7915 4.1271 0.2423 0.0430 0.0226 0.0926 0.070
H -9.1942 5.4071 -2.8254 0.0669 -0.0048 -0.0057 0.092
H -0.9946 -0.4005 -0.6104 0.6448 -1.0305 -0.4581 0.085
H -2.7535 8.1250 -7.9213 0.0145 -0.0620 0.0254 0.094
H -6.3636 -0.2286 8.0666 -0.0357 0.0228 -0.0492 0.091
H 3.4591 -3.5342 -4.3135 0.0821 0.4714 1.1940 0.140
H 1.8173 -9.4717 -0.8723 -0.4265 0.9686 0.2755 0.079
H 5.7309 -4.3184 -2.0132 0.2188 -0.4241 -0.7237 0.105
H 3.4383 5.4896 5.3327 -0.0381 -0.0275 0.1047 0.144
H 7.4411 -7.4693 4.3174 -0.0280 0.0280 -0.0585 0.096
H 0.9863 -6.8967 -2.2267 1.1204 -0.5670 -0.2930 0.120
H 1.2780 -0.9584 -2.5443 0.2638 0.5665 0.8924 0.104
H -7.5078 1.3798 4.3652 -0.0206 -0.0652 0.0817 0.125
H 1.5825 1.7557 -4.3379 -0.0298 0.0479 -0.0668 0.101
H -0.5718 -0.7021 -6.9921 -0.0059 0.0811 -0.0018 0.109
H -1.5896 4.1353 -7.3673 -0.0596 0.1012 0.0149 0.108
H -1.6412 1.3539 4.7018 0.1229 0.0128 0.0254 0.150
H -3.1860 3.4169 0.4789 -0.0551 0.0320 0.0389 0.106
H 7.0149 -1.9054 -3.1026 0.0258 0.1980 -1.0023 0.127
H -2.4243 4.8402 -5.1133 -0.0095 0.0395 -0.0430 0.101
H 2.1980 -5.6841 -3.5268 0.8746 0.0372 0.6719 0.143
H 6.9902 -5.2156 0.6445 0.0543 -0.0321 0.0539 0.093
H 2.4195 5.2860 9.3946 0.0130 -0.0092 -0.0669 0.093
H 0.0093 -1.7897 -0.0753 -0.1172 0.5676 -1.0234 0.062
H 1.0251 -0.5780 -5.0658 -0.0526 0.0723 -0.1181 0.120
H 2.4733 1.1395 3.9166 -0.0570 0.0389 0.0231 0.092
H 0.5808 1.3383 5.8521 0.0213 0.0124 -0.0681 0.114
H 3.6262 6.7735 7.4747 -0.0471 -0.0543 0.0281 0.108
H 3.4139 -2.2572 3.2644 0.2664 -0.0686 -1.2935 0.143
H -5.1162 1.8850 3.8883 -0.0014 0.0419 -0.0647 0.077
```
Forces are in eV/Å.

Properties
lowest unoccupied orbital energy: -3.4914 eV
molar mass: 841.9 g mol⁻¹
E_HOMO: -9.34 eV
gap between HOMO and LUMO: 5.85 eV
charge: +1